1.
89
Properties=species:S:1:pos:R:3:mulliken_charge:R:1 method="wB97M-V/def2-TZVPD" orbital_gap_ev=9.55 smiles="C[C@H](Cl)[C@H](Cl)[C@@H]1[C@H](C)CS(=O)(=O)O[C@]1(C[C@H](O)CN)S(=O)(=O)C(F)(F)C(F)(F)F.CCCCCC.CCCCCC" total_energy_ev=-100780.471 lumo_ev=0.29
F 1.652 -3.760 -2.131 -0.203
H -2.332 1.636 0.558 0.361
H 1.726 3.954 -2.837 0.340
H 1.344 2.061 -1.284 0.088
S 1.497 -3.011 0.479 1.304
C 5.588 -2.760 0.896 -0.891
C -5.460 -2.826 0.752 -0.033
H 7.170 -1.565 0.264 0.260
H 1.756 7.581 -1.639 0.218
F 1.087 -6.021 0.477 -0.220
H 1.224 5.538 -3.405 0.406
C -1.456 -0.268 1.060 1.621
H -2.919 -3.084 1.938 0.160
H -5.716 -4.818 -0.038 0.371
H -5.470 -3.305 2.860 0.248
H -3.600 -5.781 0.646 0.373
C 4.609 -2.105 -0.104 -0.319
H -4.394 -5.126 2.057 0.313
O 2.557 -3.663 1.203 -0.661
C -6.170 -2.949 2.099 -0.420
C -2.664 -4.010 1.418 -0.750
H 0.273 4.170 -0.829 -0.447
H -4.400 -3.921 -0.754 0.352
H -7.880 -3.902 3.036 0.390
C -4.895 -4.135 0.198 -0.767
H 7.467 -3.185 0.133 0.263
Cl -0.709 -1.116 -1.340 -0.075
S 2.645 0.294 -2.051 1.530
C 3.541 -1.231 0.586 -1.674
C -7.392 -3.863 2.062 -1.259
C -0.373 7.402 -1.980 -0.808
H -1.730 -1.319 1.026 -0.799
F 2.882 -5.733 -0.666 -0.185
H 1.633 9.092 0.336 0.376
H 3.893 -0.203 0.502 0.661
H 1.109 -0.560 1.683 2.010
H 2.770 1.032 1.187 0.443
H -2.139 -3.750 0.499 0.096
C 0.907 4.676 -2.818 -1.348
F 1.099 -6.379 -1.639 -0.260
H -4.654 -2.091 0.843 -0.284
O 3.994 -3.073 -0.941 -0.411
C 2.190 1.531 -0.846 -0.712
H 0.690 7.641 0.650 0.271
H -3.417 0.553 1.422 0.402
O 1.840 0.478 -3.221 -0.713
O 2.212 -1.112 -1.434 -0.218
H 0.956 9.079 -2.048 0.390
H -7.123 -4.885 1.790 0.285
O 4.079 0.291 -2.146 -0.723
H 5.215 -1.445 -0.730 0.613
H 1.424 5.486 -0.887 0.228
H -1.506 5.594 -1.756 0.424
H -1.965 -4.554 2.054 0.422
C -0.279 -0.091 0.069 -1.022
C 1.113 -4.153 -0.979 0.655
H -6.160 -2.412 0.019 0.446
H 5.442 -3.838 0.817 0.398
C 1.074 2.259 1.258 -1.544
Cl -1.026 0.079 2.758 -0.239
H 1.055 2.131 2.339 0.352
C 0.755 8.528 0.017 -1.186
H 3.038 2.218 -0.837 0.728
H 5.326 -2.488 1.922 0.301
C -2.645 0.591 0.655 -1.514
C 2.123 -1.283 -0.016 -0.358
C -3.904 -4.845 1.120 -0.638
N 7.002 -2.472 0.673 -0.660
H 0.061 2.371 0.871 0.104
F -0.209 -4.214 -1.125 -0.203
H -0.876 6.213 -0.251 0.346
H 4.351 -2.998 -1.834 0.294
H 3.471 -1.432 1.658 0.715
H -0.356 0.902 -0.374 0.737
C -0.622 6.054 -1.303 -0.971
H -0.268 7.256 -3.058 0.305
C 0.847 8.163 -1.462 -0.326
O 0.249 -2.823 1.173 -0.491
H 0.054 4.219 -3.324 0.297
C 1.856 1.120 0.601 -1.097
H -3.035 0.251 -0.304 0.367
H -6.482 -1.951 2.419 0.403
C 1.162 -0.254 0.636 -0.108
H -1.262 8.025 -1.847 0.413
H -8.123 -3.503 1.335 0.298
C 0.544 5.071 -1.388 0.787
C 1.581 -5.607 -0.673 0.522
H 1.608 3.189 1.037 0.555
H -0.126 9.143 0.211 0.302

***

2.
86
Properties=species:S:1:pos:R:3:mulliken_charge:R:1 method="wB97M-V/def2-TZVPD" orbital_gap_ev=6.66 de_lowest_ev=0.9905 total_energy_ev=-100539.911 charge=-1 lumo_ev=2.16
C -1.783 2.618 -4.514 -0.588
C -2.591 -1.091 0.325 0.060
H -0.316 5.638 1.391 0.480
C 0.108 4.111 -1.579 -1.041
H 1.030 5.720 0.222 0.377
H -3.503 2.038 -3.320 0.381
N -1.883 3.866 1.475 0.258
H -1.531 2.170 2.657 0.040
H -0.585 3.578 -2.232 0.171
H -1.763 -3.451 -5.266 0.362
H -1.614 -3.417 -1.402 0.173
Si 3.002 -3.803 2.063 0.738
O -1.640 -1.158 1.121 -0.558
H -2.260 5.918 1.142 0.313
C 0.340 -1.786 -3.297 -0.087
Cl 3.184 -4.160 -0.024 -0.320
H -2.328 3.355 -5.107 0.315
H 1.460 -5.489 2.968 0.285
H 0.466 5.018 -2.060 0.482
C -2.335 -3.372 -0.571 -0.927
H -3.406 5.067 2.209 0.418
C -0.404 0.646 -3.096 -0.299
H -3.156 2.215 1.927 0.325
H 0.109 2.973 -5.529 0.322
H -2.258 0.242 -2.112 0.342
Cl 0.507 -3.376 1.147 -0.800
H 3.741 -1.822 3.440 0.249
C -0.710 -3.232 -5.059 -1.698
C 0.558 1.279 4.951 -0.952
H 0.637 0.622 5.832 0.313
H -1.810 -3.562 0.369 0.219
O -0.170 -0.809 -1.201 0.425
H 4.582 -5.012 3.679 0.328
C 3.852 -2.165 2.402 -0.677
N -2.975 -2.067 -0.526 0.350
C -0.061 5.673 0.331 -1.352
O 0.639 -0.071 2.496 -1.366
H 0.511 2.323 5.293 0.325
H -3.109 -4.128 -0.749 0.431
C -0.420 2.402 -4.759 -0.695
C -2.365 2.829 2.386 -0.735
H -1.325 -1.215 -4.456 0.420
H 1.394 -0.233 -2.288 0.417
C 4.284 -5.160 2.632 -1.303
H 1.105 -3.266 -1.918 0.020
H -4.593 -2.752 -1.663 0.335
C 0.275 1.429 -4.032 -0.321
H -0.270 -4.113 -4.575 0.415
H 1.341 1.232 -4.208 0.406
Mg 0.557 -1.086 0.696 2.041
H -2.764 3.333 3.277 0.388
N 1.745 1.132 4.102 0.306
N -0.569 4.479 -0.346 0.324
H 3.763 1.651 3.870 0.307
C -3.993 -1.837 -1.546 -0.860
H -4.636 -1.002 -1.239 0.301
H 0.880 -3.890 3.533 0.358
C -1.755 0.868 -2.847 0.451
H 0.940 3.439 -1.368 0.395
S -0.916 1.868 -0.052 0.193
C 0.327 -0.521 -2.416 0.045
C -2.446 1.870 -3.539 -0.965
C 1.774 -4.508 3.355 -1.182
H 2.825 2.712 4.968 0.346
H 2.617 0.462 2.348 0.203
H -0.223 -3.096 -6.035 0.267
H 3.460 -1.395 1.719 -0.114
H 4.927 -2.249 2.181 0.396
H 5.181 -5.152 2.008 0.299
C -2.812 4.985 1.293 -1.081
C 1.681 0.483 2.940 0.384
H -0.486 6.576 -0.127 0.292
Cl 2.663 -0.258 -0.158 -0.771
H 3.338 1.097 5.514 0.320
C -1.142 3.474 0.380 -0.680
H 1.486 -3.567 -3.635 0.489
C 2.989 1.676 4.645 -0.984
H -3.210 -0.169 0.251 0.217
H -3.487 4.830 0.436 0.253
C -0.594 -1.995 -4.235 0.298
H 3.815 -6.146 2.549 0.299
H -0.329 1.016 4.369 0.218
C 1.367 -2.786 -2.878 -1.456
H 2.284 -4.674 4.311 0.382
H 2.320 -2.264 -2.715 0.321
H -3.539 -1.604 -2.526 0.225

***

3.
79
Properties=species:S:1:pos:R:3:mulliken_charge:R:1 method="wB97M-V/def2-TZVPD" spin_multiplicity=5 orbital_gap_ev="7.96 / 3.78" de_lowest_ev=0.5717 total_energy_ev=-103504.754 charge=+3 lumo_ev="-7.89 / -12.22"
H -1.477 -2.278 -3.000 0.342
C 4.955 4.810 -2.520 -0.527
H 2.544 -2.164 1.035 0.410
C 0.082 -3.529 2.082 0.393
C -0.191 3.363 -0.318 -0.724
H -4.011 0.514 -0.977 0.347
O 1.805 2.970 -1.873 -0.255
H -0.725 1.912 -3.150 0.284
H -2.871 2.513 -1.369 0.344
C 0.627 -4.823 2.142 -0.850
H 0.653 -4.322 -1.204 0.462
H -3.673 2.346 0.238 0.425
C -0.474 -1.877 -3.186 -1.356
H 2.087 -1.054 -2.159 0.133
C 4.955 5.683 -1.421 -0.455
H 0.098 0.277 2.967 0.111
H 1.411 -1.080 2.879 0.596
H 5.797 6.376 -1.267 0.438
H -0.331 3.405 -1.403 0.590
H 1.540 1.540 1.287 0.630
C -0.609 -3.030 3.193 -0.049
H 1.031 -6.559 3.365 0.438
H -2.168 0.860 -3.124 0.277
H 2.138 -0.089 0.637 0.431
H -2.473 -3.073 1.559 0.461
P -2.482 -0.904 0.346 1.120
H 1.726 2.393 -2.670 0.185
C 2.798 4.797 -0.732 -0.047
H -0.919 0.609 -4.382 0.603
H -2.763 3.820 -0.174 0.561
H -1.028 -2.015 3.176 0.244
H -0.199 2.384 2.556 0.453
C 1.597 -0.068 -2.325 -1.573
H -0.585 -4.858 -0.036 0.623
C -0.207 -5.112 4.399 -0.623
C 0.959 -0.177 2.443 -0.957
C -1.195 2.539 2.123 -1.354
H 2.325 -3.761 0.246 0.517
H -1.021 -3.734 -1.341 0.317
P -0.220 -0.313 -2.294 1.210
H 2.311 -2.268 -0.734 0.225
H -3.574 0.870 1.682 0.453
H 1.987 0.622 -1.544 0.234
H -4.732 -1.061 -0.514 0.531
H -0.362 -5.743 5.286 0.404
H -1.939 1.984 2.707 0.380
C -2.798 2.728 -0.295 -1.425
H -4.153 -0.757 2.110 0.619
H 0.264 -2.629 -2.885 0.362
H -4.068 -2.631 0.900 0.704
C -2.992 -2.659 0.689 -1.555
H 1.848 0.313 -3.332 0.595
C 0.536 -5.588 3.307 -0.836
C -0.234 -4.006 -0.633 -1.827
H -2.822 -3.295 -0.183 0.372
C 1.476 0.440 1.343 -0.729
H 0.846 3.120 -0.094 -0.629
H -1.436 3.611 2.192 0.522
H 1.116 -5.255 1.274 0.278
P -1.218 2.020 0.343 0.445
C -1.089 0.894 -3.338 -1.121
H -0.373 -1.672 -4.257 0.585
C 3.884 3.932 -2.742 -0.609
H -2.572 -0.198 2.708 0.240
H 5.788 4.812 -3.217 0.437
H -0.442 4.347 0.102 0.655
C 3.880 5.678 -0.540 -0.536
H 3.862 3.251 -3.599 0.421
H -3.543 -0.990 -1.855 0.328
H 1.954 4.817 -0.045 0.433
P 0.214 -2.573 0.493 1.082
C -3.259 -0.169 1.852 -1.403
C -3.818 -0.564 -0.878 -1.225
C 2.027 -2.703 0.233 -1.153
H 3.859 6.380 0.313 0.429
H -1.322 -3.427 5.198 0.422
Co -0.663 -0.008 -0.317 0.426
C 2.817 3.903 -1.810 1.002
C -0.768 -3.824 4.337 -0.711

***

4.
112
Properties=species:S:1:pos:R:3:mulliken_charge:R:1 method="wB97M-V/def2-TZVPD" orbital_gap_ev=1.78 total_energy_ev=-183737.325 lumo_ev=-4.99
C 5.745 -1.341 -10.181 -0.482
H 2.758 -4.173 0.142 0.421
H -7.147 -5.118 6.779 0.316
C 1.142 -0.301 -3.879 -0.625
F -5.469 8.686 -4.083 -0.217
H -0.763 -6.378 1.670 0.721
O -3.997 8.606 -1.445 -0.647
Cl -3.612 -1.271 -0.006 -0.239
H -4.385 -4.357 10.086 0.313
C 4.678 -1.451 -9.301 -0.060
F 2.366 2.278 -3.249 -0.334
Si 2.143 1.618 0.125 -0.094
K 1.015 -1.263 -6.148 1.068
F 3.972 -0.775 -6.179 -0.179
H -0.612 2.353 -1.342 -0.022
H -0.380 6.658 3.549 0.438
H 0.946 -5.676 0.594 0.431
H -4.585 -3.622 5.719 0.226
N 3.266 -2.257 -11.074 -0.509
H -3.545 -4.802 11.577 0.370
H -3.462 -9.908 -1.337 0.118
H -3.629 -5.935 10.208 0.295
H 2.647 3.523 -1.186 0.350
O -1.215 7.346 -0.372 -0.669
Be 0.798 -3.305 -1.694 -0.009
H 0.924 2.458 2.123 0.206
C 1.766 -3.622 0.332 -1.072
C -3.519 -4.885 10.489 -1.116
F 3.896 -0.949 -3.832 -0.155
O -3.007 -9.497 -0.607 -0.964
C 0.004 5.756 3.061 -1.416
C -3.545 -3.318 5.581 -0.417
C -2.886 -3.702 7.775 0.722
H -0.662 2.468 -3.241 0.443
H 1.679 -2.844 -0.532 0.400
H -1.219 0.925 -2.424 0.345
C 0.509 -4.651 0.316 -0.938
O -2.705 -4.037 6.483 -0.260
F 0.010 5.527 -3.462 -0.252
F 0.633 7.464 -2.748 -0.251
O 1.600 4.992 1.544 -0.796
H -2.206 -5.496 3.957 0.208
H 4.784 -1.185 -8.259 0.415
H -1.076 1.616 0.901 0.254
O -4.685 6.404 -2.260 -0.656
C 1.049 1.398 1.681 -0.716
F -4.025 7.384 -5.030 -0.242
C 3.148 -1.093 -5.018 0.874
H -0.838 5.276 2.553 0.283
C -1.186 -5.350 1.987 -1.075
O -6.470 -5.558 7.308 -0.656
H 1.625 0.796 2.467 0.475
Si 1.310 1.116 -2.553 0.676
S -1.505 6.495 -1.511 0.921
C -2.222 -4.320 9.941 -0.146
H -3.242 -3.572 4.565 -0.025
O -2.126 -4.514 8.522 -0.366
H -3.439 -2.240 5.713 0.324
O -1.913 5.141 -1.176 -0.610
N 4.995 2.823 1.071 -0.839
H 4.975 0.576 -0.080 0.037
H -0.396 -5.783 4.112 0.338
C 5.564 -1.692 -11.510 -0.299
H 4.316 3.557 0.821 0.382
H -1.076 -4.030 3.881 0.235
N 1.931 3.263 -0.485 0.055
C 3.468 -1.912 -9.795 -0.185
C -4.194 8.261 -4.015 0.637
C -1.177 -5.135 3.590 -0.974
C 0.104 6.289 -2.347 0.627
H 0.353 5.080 3.850 0.326
O 2.063 -0.119 -5.025 -0.709
H 2.697 6.176 3.612 0.337
P 4.262 1.412 0.852 0.333
H 0.035 -0.436 -4.234 0.453
H 3.080 7.107 2.156 0.390
H -2.101 -3.263 10.192 0.305
C -0.430 0.838 1.435 -0.681
F 2.705 -2.477 -5.211 -0.261
O 1.955 0.417 -1.112 -0.120
O -3.623 -2.842 8.182 -0.533
S -2.485 -3.824 -0.704 0.114
F 1.021 5.703 -1.559 -0.150
H 1.905 7.726 3.317 0.408
N -0.548 -4.208 1.264 0.524
H 1.423 -1.295 -3.339 0.204
Li -2.077 -7.268 1.016 0.788
S -1.850 -1.675 1.462 -0.057
H 1.791 -3.037 1.304 0.371
C -0.502 -0.612 0.757 0.481
H -0.691 -0.465 -0.369 -0.036
C 1.123 6.122 2.065 0.908
H 2.600 -2.021 -9.147 0.265
H 2.087 3.906 0.331 0.110
H 4.120 -2.423 -12.933 0.363
F -3.417 9.325 -4.311 -0.236
H 0.697 6.887 1.399 0.064
H -2.302 -5.339 1.685 0.521
H 6.709 -0.985 -9.834 0.387
N -2.266 7.178 -2.722 -0.287
H -0.908 0.719 2.478 0.491
H 6.374 -1.620 -12.224 0.367
H -5.677 -5.029 7.161 0.341
C 2.271 6.815 2.831 -1.536
C 4.313 -2.140 -11.904 -0.252
H 0.540 -1.080 0.835 -0.240
H -1.380 -4.855 10.385 0.290
S -3.779 7.530 -2.393 1.043
H 0.173 -4.723 -0.782 0.508
H 4.172 0.641 2.080 0.025
C -1.593 -3.381 0.623 -0.248
C -0.483 1.804 -2.328 -0.782

***

5.
115
Properties=species:S:1:pos:R:3:mulliken_charge:R:1 method="wB97M-V/def2-TZVPD" orbital_gap_ev=3.88 total_energy_ev=-151954.652 charge=+1 lumo_ev=-7.61
H 2.802 4.491 1.932 0.489
S -3.159 2.558 -0.224 -0.268
H 0.185 1.770 5.071 0.405
O -4.438 2.252 2.251 -0.571
F -2.698 4.110 1.996 -0.173
H 5.182 -2.810 1.626 0.257
C 4.020 0.749 -0.135 0.435
H -4.171 -2.751 -4.226 0.551
C 1.627 4.681 -2.020 -1.534
C 6.077 0.545 1.385 -1.077
H 4.223 -0.384 1.555 0.104
O -2.566 -0.583 -2.483 -0.254
O 0.398 2.802 -1.456 -0.430
N -4.223 -0.332 -4.063 -0.122
C -2.785 -3.483 2.203 -0.979
H -1.158 -6.144 -0.277 0.397
H -3.450 -2.917 -2.562 0.016
H -1.274 3.471 -3.160 0.142
H -0.907 -1.917 6.191 0.448
H -1.393 -0.213 6.468 0.301
C -0.144 0.914 -4.977 0.633
O 0.420 -2.617 -4.777 -0.444
O 2.039 -0.585 -5.185 -0.486
C 0.504 3.735 -2.257 0.130
F -4.790 0.015 -0.509 -0.130
F -6.192 0.366 1.165 -0.276
H -1.719 -6.087 1.338 0.388
N -1.777 -4.210 0.035 0.245
C 4.347 -3.066 2.278 -1.237
H -4.948 1.479 -4.969 0.428
C 2.879 3.411 1.805 -0.872
H -3.546 -2.745 2.456 0.163
H -2.193 -0.557 3.872 0.448
H 0.480 4.884 -4.712 0.380
H -1.936 -3.282 2.856 0.035
H -4.684 1.652 -3.234 0.153
O 2.214 1.375 -3.610 -0.544
F 3.306 -2.389 -3.743 -0.150
H 1.138 5.576 -1.636 0.425
O 1.301 -2.183 0.713 -0.075
N -0.457 4.064 -3.196 0.458
H -4.616 -0.829 -4.849 0.251
N -1.407 -0.896 4.407 0.311
C -4.929 -0.019 0.841 0.710
N 3.221 -2.438 1.718 0.469
S -3.668 1.054 1.796 0.311
H 5.826 0.869 2.395 0.385
H 0.455 -4.158 1.787 -0.156
O 2.830 0.604 -0.358 -0.394
H -2.835 -6.087 0.036 0.378
C -0.338 -1.130 3.636 0.281
O -0.398 -0.860 2.430 -0.205
C 1.539 -4.258 1.721 -1.160
H 6.622 1.342 0.880 0.398
F 2.584 -2.924 -1.713 -0.140
C -0.092 2.412 4.235 -0.836
C -3.330 -1.024 -3.353 0.466
H 1.259 -2.432 3.946 0.204
H 4.219 -4.148 2.286 0.474
H -2.387 -2.842 -4.002 0.134
H 1.928 3.264 4.259 0.261
C 1.580 2.799 2.390 0.568
C 1.013 -1.419 4.263 -1.159
F -4.846 -1.284 1.267 -0.265
O 0.983 2.031 1.661 -0.446
H 3.750 3.015 2.326 0.383
S 1.465 0.225 -4.142 0.427
In -0.191 0.100 -0.363 5.842
C -0.375 5.109 -4.076 -1.252
N -2.563 1.287 0.806 -0.713
H 1.057 -1.285 5.344 0.596
H -3.369 1.486 -4.359 0.015
H 6.621 -0.399 1.423 0.274
H -2.578 -1.498 6.086 0.320
H 4.382 -2.620 3.272 0.328
F -1.225 4.406 0.344 -0.102
O -2.360 2.299 -1.433 -0.021
F -0.965 1.423 -4.048 -0.105
O -2.131 -2.032 0.423 0.072
H -0.303 6.109 -3.648 0.296
C 4.749 1.570 -1.214 -1.353
C -1.891 -5.645 0.357 -1.197
H 4.081 1.753 -2.055 0.034
O -4.612 2.776 -0.407 -0.434
H 2.339 4.292 -1.292 -0.014
C -4.365 1.111 -4.125 -0.647
C -2.251 -3.201 0.766 0.052
C -2.522 4.208 0.625 0.546
H 1.814 -0.784 3.887 -0.078
C -3.333 -2.517 -3.569 -0.916
H 3.471 -1.574 1.257 -0.284
H -1.300 5.027 -4.647 0.399
F 2.275 -4.321 -3.302 -0.203
C 2.057 -2.886 1.349 0.103
F -3.326 5.185 0.059 -0.208
H 2.964 3.223 0.735 -0.393
H 5.627 1.028 -1.564 0.509
N 1.212 2.925 3.632 -0.158
F 0.187 1.902 -5.808 -0.241
O -0.305 -2.830 -2.459 -0.320
H 1.867 -4.990 0.984 0.418
C -1.578 -1.114 5.884 -1.195
H 1.896 -4.481 2.726 0.564
N 0.911 -0.577 -2.938 -0.610
H -0.677 1.680 3.679 0.042
F -0.731 -0.065 -5.723 -0.209
H -1.372 -3.962 -0.857 0.205
C 2.390 -3.016 -3.039 0.507
H -3.234 -4.469 2.325 0.534
H 5.084 2.567 -0.926 0.413
H 2.101 4.837 -2.989 0.515
H -0.639 3.215 4.731 0.377
O -3.242 0.219 2.930 -0.868
S 0.697 -2.273 -3.400 -0.120
N 4.694 0.288 0.968 0.218